# C4H7NO2

An isolated molecule of C4H7NO2 (ωB97M-V/def2-TZVPD, the Open Molecules 2025 dataset).

Geometry as XYZ:
```
14
Properties=species:S:1:pos:R:3:forces:R:3
N -0.43275 -0.00385 -1.75141 -0.06 -0.04 -0.08
C -1.36675 0.03406 -0.76665 -0.05 -0.01 -0.06
O -2.53726 -0.26503 -0.92490 0.33 0.08 0.02
C -0.80454 0.46104 0.58276 -0.04 -0.03 0.00
C 0.37368 -0.40496 1.05637 0.11 -0.13 -0.08
C 1.74867 -0.00204 0.64328 0.24 0.29 -0.25
O 2.02213 0.64242 -0.34615 -0.01 -0.08 0.55
H -0.71523 -0.27344 -2.67920 -0.02 0.05 0.07
H 0.50543 0.33579 -1.57697 -0.16 -0.01 -0.10
H -1.63511 0.42041 1.29303 0.22 -0.09 -0.12
H -0.48337 1.51033 0.51583 0.00 -0.21 -0.02
H 0.33177 -0.57106 2.13857 0.14 -0.08 -0.23
H 0.45599 -1.39925 0.56118 -0.85 0.03 0.39
H 2.53735 -0.48441 1.25427 0.16 0.22 -0.09
```
Positions in Å, forces in eV/Å.

As for the multiplicity: 1. As for the molar mass: 101.10 g/mol. The calculation puts the total energy at -361.862030 hartree. For the max |F|, the calculation gives 0.0183 Eh/bohr. The energy above the lowest of the compared OMol25 structures with the same formula, charge and spin comes out at 11.81 kcal per mole. The value obtained for the HOMO energy is -9.7 eV.

=====

# C2H3NOS3

An isolated molecule of C2H3NOS3 (ωB97M-V/def2-TZVPD, the Open Molecules 2025 dataset).

Geometry as XYZ:
```
10
Properties=species:S:1:pos:R:3:forces:R:3
S -2.01846 2.13919 0.11025 -0.36 0.73 -0.09
C -1.63766 0.58312 0.16477 0.91 0.11 0.14
S -2.65675 -0.68972 -0.32838 1.55 -0.83 0.69
O -1.50298 -1.89435 0.24401 0.47 1.01 -0.77
N -0.17431 -1.35099 0.25280 0.70 1.07 -1.00
C -0.22404 0.05531 0.62616 -2.34 0.55 4.37
S 1.16556 0.90368 -0.07504 0.49 0.56 -0.19
H 0.28949 -1.10701 -0.69071 -1.48 -1.99 0.51
H -0.23958 0.26837 1.94054 0.03 -0.87 -3.91
H 0.47100 1.81606 -0.79999 0.04 -0.33 0.25
```
Positions in Å, forces in eV/Å.

As for the multiplicity: 1. As for the molar mass: 153.25 g/mol. The calculation puts the total energy at -1402.428824 hartree. For the max |F|, the calculation gives 0.0970 Eh/bohr. The energy above the lowest of the compared OMol25 structures with the same formula, charge and spin comes out at 77.77 kcal per mole. The value obtained for the HOMO energy is -9.1 eV.